The following is a quantum chemistry calculation of a molecular structure, C15H15CdN3O2S2Se3Te in a non-equilibrium geometry, from the Open Molecules 2025 dataset.

Values from the calculation:
Total charge: -2
Maximum force (eV/A): 1.75
HOMO-LUMO gap (eV): 4.7
Total energy (eV): -253933.637

Each line ends with the natural charge from an NBO analysis.
Element x y z (Å)
C -2.826856 -0.757603 0.091837  0.895
C 1.604485 -4.188254 -2.040177  -0.224
H 2.436394 -4.854745 1.620528  0.201
C 1.763500 -3.402101 0.231845  -0.175
H 2.714154 -6.664197 -0.031698  0.181
O -1.878375 -1.325364 0.566308  -0.611
H -4.866975 -0.575965 -1.584513  0.183
O -4.040489 -1.360319 0.147789  -0.512
H 2.174477 -6.213124 -2.430457  0.180
Se 1.178273 2.986082 1.969799  -0.269
C 2.963667 4.042791 -3.098105  -0.168
H 1.367780 -3.979636 -3.075603  0.194
C -5.136047 -0.807887 -0.549446  -0.262
C 3.536560 2.453096 -5.301151  -0.208
C 2.053502 -5.441639 -1.676712  -0.275
N -1.528756 1.044729 -0.754075  -0.671
C 1.449863 -3.145593 -1.125830  -0.196
C 1.804006 2.191493 -2.054045  0.269
C 2.537658 2.705037 -3.126998  -0.139
Se 2.783966 1.584420 1.219002  -0.643
N -2.789171 0.419625 -0.609274  -0.522
C 3.965118 3.776133 -5.267143  -0.224
Se -2.724874 2.368952 2.248875  -0.898
H 2.495461 0.886097 -4.269948  0.244
S 1.679292 -2.266286 1.545144  -0.511
C 2.354880 -5.691453 -0.348169  -0.260
H -3.559869 1.062314 -0.449763  0.388
H 3.756563 1.834735 -6.161190  0.206
H -5.915226 -1.571395 -0.538184  0.184
H -1.522673 1.955418 -0.292458  0.395
H -5.502149 0.094016 -0.051665  0.176
H 3.994702 5.593913 -4.120876  0.205
H 4.527798 4.189050 -6.095132  0.201
Cd 0.672260 -0.359002 0.327933  1.433
S 0.899252 -1.638005 -1.808219  -0.557
H 2.735865 4.647060 -2.231573  0.232
N 1.213614 1.813907 -1.135664  -0.321
Te -0.557113 1.226333 2.581597  0.147
C 2.828322 1.913933 -4.249546  -0.170
C 3.669712 4.561984 -4.159040  -0.220
H -1.325427 1.174020 -1.742561  0.358
C 2.201224 -4.680328 0.577955  -0.239

Cartesian forces, eV/Å:
0.8 -0.2 0.1
0.1 -0.1 -0.1
0.0 0.0 0.0
-0.1 0.1 -0.1
0.0 -0.1 0.0
-0.2 0.0 -0.1
-0.1 0.0 0.1
-0.1 0.0 0.2
0.0 0.0 0.0
-0.7 1.0 0.3
-0.2 -0.5 0.3
0.0 0.0 -0.1
-0.1 0.1 -0.1
0.2 0.2 -0.3
0.0 -0.2 -0.2
-0.1 -0.2 -0.2
0.1 -0.3 0.0
-1.0 -0.6 1.3
0.8 0.6 -1.2
1.0 -0.9 0.2
0.0 0.5 -0.5
-0.1 -0.1 0.1
-0.3 0.1 -0.2
0.0 -0.1 0.1
0.0 0.2 0.4
0.1 -0.2 0.1
0.2 -0.1 0.1
0.0 0.0 0.0
0.0 0.1 0.0
-0.1 -0.2 0.3
-0.1 0.0 0.0
0.0 0.0 0.0
0.0 0.0 0.0
-0.1 0.3 0.2
-0.1 0.6 -0.1
0.0 0.0 0.1
-0.1 0.4 -1.2
0.2 -0.1 0.3
-0.2 0.1 0.5
0.2 0.2 -0.3
-0.1 -0.1 0.2
0.1 -0.3 0.0